Record 1
The following is a quantum chemistry calculation of a molecular structure, C37H43NP2PdSb2, from OMol25.

## Properties
Multiplicity   3
Expectation value of S²   2.010
Gap between HOMO and LUMO (alpha / beta)   0.2993 / 0.2113 Ha
LUMO level (alpha / beta)   -4.71 / -7.54 eV
Energy above the lowest of the compared OMol25 structures with the same formula, charge and spin   0.043 eV
Charge   +2
HOMO (alpha / beta)   -12.854 / -13.294 eV
Largest force on an atom   0.2 eV Å⁻¹

Structure (XYZ):
```
86
Properties=species:S:1:pos:R:3:lowdin_spin:R:1
Pd 0.4756 -0.2697 0.2327 0.818
C 0.5283 2.3136 -3.3663 0.003
N 0.4097 1.5226 -2.1354 0.021
P -0.2391 -0.0234 -1.9936 0.193
C 0.7587 -1.1735 -2.9379 0.039
C 2.0188 -0.7949 -3.4004 0.025
C 2.8288 -1.7272 -4.0326 -0.001
C 2.3952 -3.0359 -4.1844 0.027
C 1.1496 -3.4244 -3.7011 -0.002
C 0.3337 -2.5006 -3.0727 0.024
C -1.9064 -0.0073 -2.6480 0.035
C -2.9010 0.5963 -1.8746 0.010
C -4.1931 0.6970 -2.3566 -0.001
C -4.4996 0.1890 -3.6143 0.008
C -3.5165 -0.4089 -4.3885 0.001
C -2.2171 -0.5080 -3.9124 0.013
P 1.1214 1.8335 -0.6267 0.142
C 0.3915 3.3611 -0.0205 0.015
C -0.8388 3.7939 -0.5122 0.007
C -1.4218 4.9457 -0.0045 0.000
C -0.7898 5.6553 1.0077 0.009
C 0.4289 5.2161 1.5131 -0.001
C 1.0239 4.0760 0.9973 0.009
C 2.8658 2.1552 -0.8886 0.035
C 3.3185 3.3796 -1.3828 0.007
C 4.6650 3.5561 -1.6558 0.002
C 5.5625 2.5181 -1.4313 0.001
C 5.1189 1.2993 -0.9346 0.000
C 3.7719 1.1171 -0.6662 0.016
H 0.1534 1.7291 -4.2051 0.000
H 1.5748 2.5578 -3.5569 0.001
H -0.0468 3.2358 -3.2986 0.000
H 2.3677 0.2222 -3.2730 0.001
H 3.7981 -1.4295 -4.4092 0.000
H 3.0287 -3.7592 -4.6801 0.001
H 0.8153 -4.4459 -3.8232 -0.001
H -0.6382 -2.8046 -2.6999 0.000
H -2.6524 0.9948 -0.8961 0.002
H -4.9637 1.1664 -1.7596 0.000
H -5.5105 0.2638 -3.9921 0.000
H -3.7594 -0.7955 -5.3689 0.000
H -1.4529 -0.9667 -4.5258 0.001
H -1.3417 3.2341 -1.2924 0.000
H -2.3677 5.2914 -0.4001 0.000
H -1.2441 6.5547 1.4012 0.000
H 0.9228 5.7718 2.2986 0.000
H 1.9846 3.7503 1.3795 0.000
H 2.6248 4.1953 -1.5462 0.000
H 5.0180 4.5042 -2.0380 0.000
H 6.6138 2.6637 -1.6404 0.000
H 5.8228 0.4989 -0.7511 0.000
H 3.4181 0.1724 -0.2629 0.013
C -2.3614 2.1775 2.1413 0.050
Sb -1.4570 0.2688 1.9455 0.205
C -3.1154 -1.0316 1.7442 0.038
C -0.7417 -0.1296 3.9413 0.044
C -1.1489 -1.4936 4.4098 0.002
C -2.3858 -1.6334 5.0410 0.005
C -2.8392 -2.8628 5.4830 0.000
C -2.0458 -3.9867 5.3013 0.006
C -0.8106 -3.8595 4.6906 0.000
C -0.3408 -2.6264 4.2374 0.005
C 1.0143 -2.5732 3.5893 0.012
Sb 0.8846 -2.6415 1.4469 0.086
C -0.4729 -4.2473 1.1875 0.003
C 2.7320 -3.5449 0.9187 0.039
H -3.0378 2.1346 2.9945 0.008
H -2.9194 2.4335 1.2434 0.000
H -1.5914 2.9277 2.3106 0.000
H -3.7837 -0.9048 2.5939 0.006
H -2.7635 -2.0608 1.7140 0.000
H -3.6384 -0.7992 0.8183 0.000
H -1.1915 0.6476 4.5603 0.005
H 0.3346 0.0299 3.9346 0.001
H -2.9950 -0.7509 5.2054 0.000
H -3.7964 -2.9416 5.9802 0.000
H -2.3783 -4.9544 5.6518 0.000
H -0.1812 -4.7349 4.5771 0.000
H 1.6077 -3.4404 3.8787 0.001
H 1.5853 -1.6843 3.8545 0.001
H 0.0137 -5.1708 1.4973 0.000
H -0.7688 -4.3237 0.1436 0.000
H -1.3508 -4.0816 1.8093 0.000
H 2.8208 -4.4984 1.4367 0.004
H 3.5545 -2.8935 1.2068 0.000
H 2.7591 -3.7066 -0.1573 0.000
```

Record 2
The following is a quantum chemistry calculation of a single C2H4NPS molecule in a non-equilibrium geometry, from OMol25.

## Properties
Multiplicity   3
Expectation value of S²   2.006
Gap between HOMO and LUMO (alpha / beta)   0.2275 / 0.2537 Ha
LUMO level (alpha / beta)   -0.40 / -1.96 eV
Energy above the lowest of the compared OMol25 structures with the same formula, charge and spin   1.178 eV
HOMO (alpha / beta)   -6.590 / -8.862 eV
Largest force on an atom   4.3 eV Å⁻¹

Structure (XYZ):
```
9
Properties=species:S:1:pos:R:3:lowdin_spin:R:1
C 0.5975 -0.5991 -0.0512 0.047
C -0.2849 0.6782 -0.5545 0.111
N 1.9130 -0.2675 -0.0739 0.305
P 3.4020 -0.1512 -0.3086 0.658
S 0.1924 0.8776 -2.2140 0.825
H 0.2714 -0.9599 1.0474 0.003
H 0.2030 -1.2665 -0.8566 0.021
H -1.3059 0.4771 -0.5209 0.026
H -0.0006 1.5340 0.0203 0.005
```

Record 3
The following is a quantum chemistry calculation of a single C6H10O molecule, from OMol25.

## Properties
Gap between HOMO and LUMO   0.3938 Ha
LUMO level   1.15 eV
Energy above the lowest of the compared OMol25 structures with the same formula, charge and spin   0.598 eV
Structure (SMILES)   C[C@H]1OC[C@H]2C[C@H]21
HOMO   -9.565 eV
Largest force on an atom   0.2 eV Å⁻¹

Structure (XYZ):
```
17
Properties=species:S:1:pos:R:3:lowdin_charge:R:1
C 2.0019 0.0510 -0.7828 -0.033
C 0.5229 -0.2857 -0.8358 -0.369
O 0.2817 -1.3700 0.0581 -0.106
C -1.0377 -1.3060 0.5864 -0.164
C -1.4862 0.1339 0.4255 -0.209
C -0.5256 1.0753 1.0844 -0.067
C -0.4264 0.8120 -0.3912 -0.189
H 2.6010 -0.8404 -0.9920 0.081
H 2.2707 0.4272 0.2094 0.082
H 2.2476 0.8164 -1.5270 0.083
H 0.2507 -0.5793 -1.8646 0.148
H -1.7110 -2.0218 0.0953 0.120
H -0.9620 -1.5765 1.6469 0.125
H -2.5384 0.3792 0.3163 0.137
H 0.2176 0.6123 1.7314 0.115
H -0.8980 2.0364 1.4223 0.104
H -0.6575 1.6130 -1.0881 0.143
```

How do the records compare in electronic energy? In the order shown, they have -2781.0720, -872.7656, -309.8204 Eh.